{"formula": "C58H48F5NOP2S2ScSi", "method": "ωB97M-V/def2-TZVPD", "max_force_ev_per_a": 1.304, "e_tot_ha": -5397.56840, "total_charge": 1, "homo_ev": -9.93, "lumo_energy_ev": -2.5874, "gap_ev": 7.35, "relative_energy_kcal_mol": 15.7, "elements": ["H", "H", "C", "C", "H", "C", "C", "C", "C", "H", "F", "S", "H", "C", "H", "H", "C", "H", "C", "C", "H", "C", "H", "H", "H", "C", "C", "C", "C", "C", "H", "H", "C", "H", "C", "C", "S", "C", "H", "H", "C", "N", "C", "C", "C", "H", "H", "H", "C", "C", "C", "C", "H", "F", "C", "H", "H", "H", "C", "H", "C", "F", "C", "P", "H", "C", "H", "H", "C", "H", "C", "C", "H", "C", "H", "C", "H", "C", "C", "C", "F", "H", "O", "F", "C", "C", "H", "H", "C", "H", "Si", "H", "C", "H", "C", "P", "H", "C", "C", "H", "C", "H", "C", "C", "H", "H", "H", "C", "C", "C", "C", "C", "H", "C", "C", "H", "Sc", "H", "H"], "coordinates": [[4.2363, -0.6001, 0.8149], [0.1369, -0.5907, -6.3142], [2.3660, 0.0408, -3.9898], [-3.1826, 3.2905, 2.8114], [2.1037, -0.2912, 6.3002], [4.5181, -0.9358, -4.4311], [3.3880, 3.2297, 0.4955], [3.8905, -1.0404, 1.7425], [-2.7732, 0.0930, 0.0063], [-4.0515, 4.2507, -5.3712], [2.1388, -1.6463, -0.9355], [-1.5847, -0.2578, -1.2679], [4.1700, 1.1727, -4.2174], [4.7491, -1.4043, 2.7408], [-2.7703, 2.2958, -0.9083], [-2.2720, -6.0091, -5.8208], [0.5188, -3.3487, 5.9061], [-7.0784, 1.8830, 1.1195], [-2.3491, 3.4432, -6.5172], [-1.8179, -5.1226, -5.3974], [1.0478, 5.2315, -0.9065], [-0.6308, -2.8413, -4.3031], [-0.7637, 1.2506, -7.6742], [-6.0910, -0.7312, -0.0325], [-6.8913, 0.7935, 2.4770], [2.3220, -3.9760, -0.6521], [-5.7115, 2.6440, 2.6716], [2.5488, 2.3182, 1.1177], [-0.4932, 0.1465, -5.8304], [-1.9629, 2.0612, -4.6067], [3.1331, -4.4576, 7.2924], [3.4997, 4.9946, -0.7212], [-1.7261, 2.1719, -5.9900], [0.3613, -4.2053, 5.2488], [-1.6024, 1.7640, 1.6748], [2.8340, -2.1337, 4.0741], [0.3221, -2.1789, 2.8181], [-2.2039, -4.6738, -4.1432], [1.8177, -1.2394, 7.7636], [5.5801, -0.8254, -4.6081], [-1.8688, 1.0945, -2.4228], [2.5619, -1.2033, 1.8701], [-3.9877, 1.4551, 1.5147], [-3.9542, -0.5357, -0.3233], [3.7263, 0.1850, -4.2127], [-5.9062, 2.5292, 3.7383], [5.8151, -1.2783, 2.6202], [2.9752, 1.5020, 1.6895], [1.3835, 2.5593, 5.5430], [1.1604, 2.4589, 1.0365], [-2.6611, 3.1859, -4.1248], [-1.8878, 2.8595, 2.4723], [0.3445, -3.6700, 6.9367], [2.3254, -3.8878, 0.7003], [-0.9912, 1.2053, -6.6166], [4.5543, -3.0737, -4.5823], [-2.5544, 5.1109, -5.0816], [-0.5294, -4.7878, -7.0807], [-0.3973, 0.6993, 4.5168], [-3.4301, 4.1326, -2.3528], [-5.1907, -0.2089, 0.2622], [1.8778, -5.1883, -0.9743], [-0.2520, -3.3033, -5.5626], [0.0223, -1.3422, -3.4928], [-1.0593, 3.3894, 2.9277], [-1.5123, 0.9898, -3.8139], [0.5187, -2.7899, -6.1250], [4.8663, -2.1793, 4.7298], [-0.3148, 0.8979, 5.8845], [-3.1023, 3.2208, -7.2737], [1.2959, 2.3661, 4.1678], [4.1961, -1.9256, 3.9157], [2.1435, -3.3323, -4.1581], [-5.2030, 0.8317, 1.1427], [4.4616, -3.6844, 6.4385], [-2.9738, 4.1215, -5.2661], [-3.9352, -1.2775, -1.1166], [3.9417, -2.1962, -4.4189], [-4.2341, 2.5332, 2.3870], [1.4645, -2.9429, -1.3863], [0.2676, -2.8026, -0.4621], [-2.9594, -5.2099, -3.5834], [-0.2228, 0.0435, -0.5981], [3.5846, -3.8441, -1.0651], [1.7738, -1.2244, -3.9885], [-1.6084, -3.5435, -3.5996], [1.9238, 2.9548, 3.5128], [-1.1000, -0.0266, 4.1251], [1.4716, 4.4169, -0.3335], [-1.6018, 4.0780, -6.9938], [2.2543, -2.6991, 5.8021], [4.4614, 3.1173, 0.5764], [-0.7314, 0.0091, -4.4778], [3.4654, -1.0106, 7.1696], [0.5755, 1.8325, 6.4015], [0.1471, 1.1765, 1.8392], [-6.0926, 3.6248, 2.3863], [-6.3580, 1.5034, 1.8442], [2.4297, -1.1717, 6.8607], [-3.3133, 4.1539, 3.4511], [3.4356, -4.0412, 6.3285], [-0.4434, 3.6211, 0.2031], [0.4020, 1.4388, 3.6416], [-0.8388, -4.4375, -6.1044], [3.4351, -4.8544, 5.5993], [-0.2201, -2.5874, 5.6521], [1.7555, 0.9219, -3.8224], [-2.9177, 3.2834, -2.7866], [2.8479, 4.2827, -0.2319], [0.6296, 3.5106, 0.2985], [2.0309, -1.8036, 2.9639], [2.5782, -2.3418, -4.1928], [2.0805, 3.2873, 5.9373], [-2.5219, 2.2144, -1.9586], [-2.7063, 1.0796, 1.0556], [-0.9446, 0.3207, 6.5497], [0.8687, -1.1403, 0.5946], [-1.8947, -3.2072, -2.6100], [0.6406, 1.9886, 7.4705]], "forces_ev_per_angstrom": [[-0.020, -0.022, -0.020], [-0.026, 0.020, 0.008], [-0.030, -0.037, -0.082], [0.023, 0.013, 0.029], [0.047, -0.086, 0.088], [-0.006, 0.060, 0.020], [-0.033, -0.019, 0.001], [-0.061, 0.118, 0.047], [0.135, 0.078, 0.018], [-0.009, 0.004, -0.001], [0.301, -0.450, -0.264], [-0.120, 0.249, -0.153], [-0.006, -0.001, -0.002], [0.018, -0.036, 0.075], [0.017, -0.035, -0.116], [0.000, 0.009, 0.002], [-0.140, -0.009, -0.087], [-0.011, 0.001, -0.008], [-0.021, -0.026, 0.091], [-0.010, 0.012, 0.033], [-0.001, -0.004, 0.002], [-0.068, -0.032, 0.027], [-0.007, -0.009, 0.013], [0.012, -0.002, 0.001], [0.002, -0.005, 0.003], [-0.061, 0.043, -0.025], [0.040, -0.046, -0.016], [-0.004, 0.045, -0.047], [-0.001, 0.015, -0.082], [-0.042, 0.121, -0.089], [0.001, 0.014, -0.016], [-0.002, -0.007, 0.004], [0.016, -0.003, -0.071], [-0.026, 0.018, 0.017], [0.058, -0.136, -0.061], [-0.036, -0.010, 0.008], [0.060, 0.035, -0.264], [0.006, 0.003, -0.012], [0.031, -0.010, 0.000], [-0.004, 0.003, -0.004], [-0.001, 0.014, 0.176], [0.420, -0.092, 0.315], [0.004, 0.022, 0.011], [-0.054, -0.035, 0.048], [0.039, -0.018, 0.013], [0.001, 0.006, 0.006], [-0.003, -0.007, 0.021], [0.011, -0.002, 0.014], [-0.020, -0.020, -0.031], [0.037, -0.039, 0.000], [-0.008, 0.048, 0.093], [-0.007, -0.044, 0.085], [0.001, -0.008, -0.005], [0.022, 0.058, -0.041], [0.014, -0.046, 0.109], [-0.015, -0.002, 0.004], [0.012, 0.003, -0.012], [0.000, 0.001, 0.006], [-0.060, -0.023, 0.002], [0.006, -0.006, -0.015], [-0.001, 0.019, -0.004], [0.012, -0.070, 0.090], [0.037, 0.002, -0.038], [0.226, -0.130, -0.097], [0.005, -0.005, -0.009], [-0.011, 0.075, 0.126], [0.011, -0.006, 0.034], [0.008, 0.006, -0.009], [-0.022, 0.041, -0.020], [-0.005, 0.002, 0.004], [0.045, -0.022, -0.007], [0.012, 0.044, -0.018], [0.002, 0.019, -0.024], [-0.029, 0.003, 0.022], [-0.011, -0.021, -0.006], [0.036, -0.077, -0.026], [0.012, 0.027, 0.018], [-0.082, -0.021, -0.002], [-0.055, 0.041, 0.024], [-0.190, 0.091, -0.290], [0.137, -0.575, -0.264], [0.006, 0.004, 0.001], [-0.377, 0.211, -0.437], [0.036, -0.072, -0.001], [-0.004, 0.205, -0.083], [0.040, -0.027, -0.025], [-0.016, 0.029, -0.009], [0.017, 0.030, 0.006], [-0.002, -0.012, 0.000], [0.008, 0.005, 0.011], [0.078, 0.017, -0.084], [-0.005, 0.002, 0.000], [0.143, -0.147, -0.056], [-0.010, 0.008, -0.026], [-0.039, 0.037, -0.027], [-0.118, 0.278, 0.265], [-0.002, 0.003, -0.016], [0.081, 0.011, 0.006], [0.031, 0.126, 0.034], [0.005, -0.002, -0.017], [0.075, -0.078, 0.038], [0.013, 0.006, 0.025], [0.026, 0.061, -0.113], [0.010, 0.041, 0.015], [0.017, -0.018, 0.030], [0.008, -0.039, 0.032], [0.012, 0.004, 0.003], [0.031, -0.056, -0.062], [-0.003, -0.014, -0.002], [-0.030, 0.000, -0.069], [0.037, 0.098, -0.067], [0.047, -0.053, -0.037], [-0.003, -0.003, -0.007], [-0.081, 0.109, 0.083], [-0.079, -0.104, 0.013], [0.002, 0.004, -0.003], [-0.514, 0.222, 1.178], [0.003, -0.002, 0.032], [0.001, -0.011, -0.004]]}